*i*
{
  "formula": "C9H14",
  "method": "wB97M-V/def2-TZVPD",
  "gap_ev": [2.717, 6.797],
  "lumo_energy_ev": [3.7, 3.7],
  "e_homo_ev": [0.95, -3.14],
  "spin_multiplicity": 2,
  "charge": -1,
  "elements": ["C", "C", "H", "H", "H", "H", "H", "H", "C", "C", "C", "C", "C", "C", "C", "H", "H", "H", "H", "H", "H", "H", "H"],
  "xyz": [[-2.48, 1.78, 2.42], [-1.57, 0.80, 3.16], [-1.92, 2.29, 1.63], [-3.31, 1.28, 1.94], [-2.85, 2.59, 3.05], [-1.46, -0.13, 2.59], [-0.57, 1.21, 3.15], [-1.91, 0.52, 4.15], [0.60, -1.99, -3.24], [2.38, -0.50, -0.16], [1.46, 0.49, 0.21], [2.09, -1.34, -1.31], [0.98, -1.08, -2.09], [0.39, 0.81, -0.60], [0.12, -0.01, -1.76], [3.29, -0.67, 0.40], [1.59, 0.91, 1.20], [2.77, -2.15, -1.52], [-0.28, 1.56, -0.22], [1.42, -2.63, -3.56], [0.21, -1.36, -4.05], [-0.71, 0.26, -2.41], [-0.24, -2.64, -2.96]]
}

---

*ii*
{
  "formula": "C9H14",
  "method": "wB97M-V/def2-TZVPD",
  "gap_ev": [2.971, 7.363],
  "lumo_energy_ev": [4.0, 3.8],
  "e_homo_ev": [0.99, -3.57],
  "spin_multiplicity": 2,
  "charge": -1,
  "elements": ["C", "C", "H", "H", "H", "H", "H", "H", "C", "C", "C", "C", "C", "C", "C", "H", "H", "H", "H", "H", "H", "H", "H"],
  "xyz": [[2.27, -0.70, -0.90], [1.56, -2.06, -1.13], [3.33, -0.52, -0.97], [1.99, 0.10, -1.75], [1.71, -0.13, -0.17], [1.03, -2.40, -0.30], [2.36, -2.79, -1.21], [0.82, -2.06, -2.01], [-1.84, 0.69, -1.51], [-2.07, 0.13, 0.99], [-1.41, 0.76, -0.06], [-1.43, 0.25, 2.23], [-0.11, 0.73, 2.52], [-0.17, 1.34, 0.15], [0.51, 1.22, 1.39], [-2.89, -0.47, 0.83], [-2.05, -0.03, 3.16], [-1.16, 0.15, -2.06], [-1.82, 1.63, -2.10], [0.20, 0.78, 3.50], [0.49, 1.74, -0.70], [1.58, 1.29, 1.45], [-2.89, 0.36, -1.36]]
}

---

*iii*
{
  "formula": "C9H14",
  "method": "wB97M-V/def2-TZVPD",
  "gap_ev": [3.143, 7.179],
  "lumo_energy_ev": [4.1, 3.8],
  "e_homo_ev": [0.91, -3.33],
  "spin_multiplicity": 2,
  "charge": -1,
  "elements": ["C", "C", "C", "C", "C", "C", "C", "H", "H", "H", "H", "H", "H", "H", "H", "C", "C", "H", "H", "H", "H", "H", "H"],
  "xyz": [[-0.95, 2.10, 0.78], [0.48, 0.81, -0.84], [-0.85, 1.27, -0.48], [0.72, 0.05, -1.95], [-0.35, -0.46, -2.69], [-1.93, 0.62, -1.17], [-1.69, -0.18, -2.27], [1.22, 1.19, -0.13], [1.75, -0.23, -2.17], [-0.10, 2.78, 0.91], [-1.00, 1.46, 1.69], [-0.20, -0.93, -3.66], [-2.96, 0.59, -0.80], [-2.52, -0.63, -2.80], [-1.83, 2.74, 0.69], [0.57, -1.59, 1.61], [1.96, -1.21, 2.15], [0.23, -2.53, 2.03], [-0.03, -0.69, 1.79], [0.51, -1.69, 0.53], [2.24, -0.20, 1.87], [2.74, -1.85, 1.72], [2.00, -1.40, 3.22]]
}

---

*iv*
{
  "formula": "C9H14",
  "method": "wB97M-V/def2-TZVPD",
  "gap_ev": [2.911, 6.913],
  "lumo_energy_ev": [3.7, 3.7],
  "e_homo_ev": [0.83, -3.19],
  "spin_multiplicity": 2,
  "charge": -1,
  "elements": ["C", "C", "C", "C", "C", "C", "C", "H", "H", "H", "H", "H", "H", "H", "H", "C", "C", "H", "H", "H", "H", "H", "H"],
  "xyz": [[2.39, -2.17, -1.22], [0.67, 1.71, -0.64], [2.05, 1.64, -0.86], [-0.12, 0.62, -0.53], [2.67, 0.35, -0.91], [0.48, -0.70, -0.69], [1.88, -0.80, -0.86], [0.20, 2.68, -0.41], [2.63, 2.56, -0.84], [-1.19, 0.65, -0.43], [3.74, 0.36, -1.10], [-0.08, -1.53, -0.24], [3.08, -2.13, -2.06], [1.53, -2.81, -1.40], [3.03, -2.64, -0.45], [-2.47, 0.69, 2.05], [-3.35, -0.17, 1.11], [-3.00, 1.07, 2.93], [-1.64, 0.11, 2.46], [-1.97, 1.50, 1.54], [-3.25, -1.22, 1.39], [-2.94, -0.01, 0.12], [-4.36, 0.24, 1.04]]
}

---

Which structure is most stable, and how do the rest compare? From most to least stable: *i*, *iii*, *iv*, *ii*.

---

*i*
{
  "formula": "C3HINO",
  "method": "wB97M-V/def2-TZVPD",
  "gap_ev": 8.694,
  "lumo_energy_ev": -6.9,
  "e_homo_ev": -15.57,
  "charge": 1,
  "elements": ["C", "C", "C", "N", "O", "I", "H"],
  "xyz": [[-0.91, -1.33, -0.04], [0.04, 0.89, 0.16], [0.72, -0.20, 0.08], [-1.91, -0.78, 0.01], [0.42, -1.46, 0.04], [2.31, 1.16, -0.02], [-0.67, 1.71, -0.22]]
}

---

*ii*
{
  "formula": "C3HINO",
  "method": "wB97M-V/def2-TZVPD",
  "gap_ev": 8.352,
  "lumo_energy_ev": -7.0,
  "e_homo_ev": -15.36,
  "charge": 1,
  "elements": ["C", "C", "C", "N", "O", "I", "H"],
  "xyz": [[-0.84, 2.79, 0.14], [1.23, 0.95, -0.40], [0.73, 1.99, -0.98], [-1.03, 2.32, 1.18], [-0.24, 2.75, -1.02], [2.93, -0.14, 0.17], [0.73, 0.18, -1.05]]
}

---

Which structure is most stable, and how do the rest compare? From most to least stable: *i*, *ii*.